Here is a molecular structure, C26H40BNNbO3 from the Open Molecules 2025 dataset. Energies are from the ωB97M-V functional and the def2-TZVPD basis.

Geometry as XYZ:
```
72
Properties=species:S:1:pos:R:3:forces:R:3
C 5.60242 -2.43620 2.58761 0.34 0.31 0.13
C 5.29137 -0.98287 2.21584 -0.02 -0.29 0.41
C 3.80246 -0.73474 1.98998 0.20 -0.06 -0.55
C 3.48357 0.15346 0.79782 0.21 0.00 0.09
C 3.85731 1.65104 0.89270 -0.28 -0.35 0.13
C 4.21194 2.24308 2.25542 -0.21 0.56 0.03
C 3.04210 2.93667 2.98186 0.45 -0.49 -0.47
C 1.76743 2.12435 3.18751 0.06 0.49 0.34
C 1.69450 1.45250 4.54505 -0.40 0.32 0.53
C 0.29176 0.97147 4.95282 0.89 -0.24 -2.00
Nb -0.99483 -0.31304 3.57008 0.34 1.32 2.93
B -1.84650 -1.19402 1.57929 0.77 0.50 -0.80
O -0.99481 -1.71714 0.63660 0.18 -0.31 0.22
N -3.29154 -1.27015 1.24303 0.30 0.13 0.31
C -4.01565 -2.20353 2.09779 -0.32 0.07 -0.65
C -3.94149 0.03364 1.14923 -0.15 -0.13 -0.08
H 6.42341 -2.46857 3.29537 0.24 -0.10 0.17
H 5.92210 -3.01474 1.73038 -0.19 -0.26 -0.27
H 4.75497 -2.91010 3.06491 -0.24 -0.18 0.04
H 5.65196 -0.37232 3.03295 0.12 0.39 0.13
H 5.87414 -0.71364 1.34038 0.07 0.17 -0.23
H 3.35160 -1.69890 1.78816 -0.30 -0.26 -0.05
H 3.31293 -0.36442 2.87644 -0.14 0.12 0.42
H 2.43743 0.02077 0.55647 -0.40 0.17 0.06
H 4.02264 -0.27214 -0.04473 0.09 -0.08 -0.31
H 4.66020 1.83823 0.18903 0.33 0.08 -0.06
H 3.01567 2.22929 0.52651 -0.22 0.16 -0.24
H 4.92160 3.04458 2.06258 0.34 0.11 0.04
H 4.72824 1.55994 2.91561 0.02 -0.42 0.09
H 3.42741 3.28070 3.93618 -0.04 0.18 0.33
H 2.83277 3.82901 2.39873 -0.23 0.22 -0.13
H 0.93235 2.81686 3.17016 -0.31 0.14 -0.14
H 1.58651 1.43457 2.37636 -0.05 -0.34 -0.22
H 2.01227 2.22291 5.25160 0.24 0.09 0.28
H 2.40606 0.64068 4.65853 0.18 -0.28 -0.18
H -0.31658 1.81808 5.26053 -0.33 0.16 0.05
H 0.41430 0.29710 5.80185 -0.34 -0.38 0.22
H -1.16479 1.20763 2.52641 -0.22 -0.33 -0.46
H 0.59287 -0.71650 2.69805 0.06 -0.40 -0.22
H -0.83758 -1.97651 4.33664 -0.25 -0.71 -0.38
H -2.63964 -0.02463 4.33824 -0.65 -0.21 0.08
H -0.10853 -1.66056 1.04089 -0.28 0.12 -0.25
H -3.37604 -3.03193 2.36808 0.23 -0.18 0.30
H -4.43955 -1.73463 2.98468 0.17 0.04 0.36
H -4.84783 -2.63289 1.53735 -0.22 -0.08 -0.09
H -3.48382 0.79081 1.78316 0.09 0.09 0.17
H -4.98437 -0.05628 1.43619 -0.27 -0.02 0.06
H -3.92238 0.40357 0.12894 0.07 0.13 -0.29
C -3.84064 -3.48834 -3.72587 0.01 0.03 0.06
C -3.60088 -2.85166 -2.51289 -0.05 -0.10 -0.05
C -3.12262 -1.55379 -2.48863 0.00 0.05 0.18
C -2.87535 -0.88785 -3.68253 0.00 -0.05 -0.13
C -3.09710 -1.53470 -4.90377 0.05 0.13 0.05
C -3.58848 -2.83345 -4.91891 -0.04 -0.12 0.03
C -2.79944 -0.85976 -6.19469 -0.06 -0.14 -0.13
O -2.99747 -1.41475 -7.25794 0.01 0.02 0.00
C -2.24241 0.52236 -6.15298 0.01 0.02 0.11
C -1.90810 1.15530 -7.34395 0.04 0.10 -0.09
C -1.40202 2.44248 -7.32343 0.00 0.03 0.04
C -1.23414 3.10761 -6.11295 -0.01 -0.03 -0.04
C -1.56221 2.48084 -4.92391 0.06 0.13 -0.05
C -2.06002 1.18457 -4.93855 -0.01 -0.10 -0.10
C -2.38128 0.51606 -3.64252 -0.01 0.04 0.22
O -2.24405 1.10729 -2.59535 -0.02 0.03 -0.02
H -4.22012 -4.50184 -3.73902 0.00 -0.01 0.00
H -3.78465 -3.36591 -1.57907 0.02 0.03 0.04
H -2.93693 -1.07068 -1.53730 0.05 0.03 -0.01
H -3.76702 -3.32528 -5.86473 0.04 0.07 -0.06
H -2.04452 0.63389 -8.28086 -0.05 -0.09 0.03
H -1.13760 2.93190 -8.25168 0.00 0.01 -0.01
H -0.84288 4.11635 -6.09888 0.01 0.01 0.00
H -1.43045 2.98883 -3.97889 -0.02 -0.08 0.07
```
Forces are in eV/Å.

Charge = -1
Electronic energy = -37466.65284 eV
Maximum force = 3.23 eV/A
HOMO-LUMO gap = 4.968 eV

Here is 4 unconnected molecules or ions with the total composition C3H10O4 from the Open Molecules 2025 dataset. Energies are from the ωB97M-V functional and the def2-TZVPD basis.

Geometry as XYZ:
```
17
Properties=species:S:1:pos:R:3:forces:R:3
O 3.46313 -0.08200 -0.28994 0.51 -0.34 -0.13
C -0.98078 -0.44819 0.45876 5.04 -2.44 -1.31
O -0.76090 -1.29454 -0.49054 -1.49 2.47 2.76
C -2.13194 0.29542 0.60542 -2.75 0.32 -3.06
C -3.20548 -0.14806 -0.36871 -1.46 -0.06 2.19
H 0.77658 -0.34891 -1.51030 0.18 -0.23 -0.08
H -0.10465 -0.14394 1.06614 -0.12 -0.40 0.05
H -2.11317 1.31759 1.02779 -0.09 -0.92 0.23
H -2.86745 0.32180 -1.31598 -0.32 -0.27 0.11
H -4.20321 0.23545 -0.03548 0.82 0.12 -0.68
H -3.35107 -1.26712 -0.44596 0.81 1.34 -0.19
H 2.18457 0.18500 -1.38622 1.54 -0.17 0.94
H 2.43220 0.28901 2.43387 -0.05 0.27 -0.39
O 2.22275 0.75621 1.60662 0.09 -0.63 0.34
H 4.40637 -0.30517 -0.36437 -0.52 0.19 0.16
H 2.86713 0.30689 0.85273 -0.44 0.38 0.08
O 1.36595 0.33055 -1.84385 -1.75 0.36 -1.03
```
Forces are in eV/Å.

Charge = 0
Electronic energy = -11455.75035 eV
Maximum force = 5.75 eV/A
HOMO-LUMO gap = 2.992 eV

Here is a molecular structure, C58H50AuN2O6P2 from the Open Molecules 2025 dataset. Energies are from the ωB97M-V functional and the def2-TZVPD basis.

Geometry as XYZ:
```
119
Properties=species:S:1:pos:R:3:forces:R:3
Au 0.38583 0.04911 -0.01356 -0.02 0.02 0.09
C 5.19195 -0.04250 5.73940 0.00 0.00 -0.01
C 4.14686 -0.54610 4.75038 0.00 0.00 0.00
C 3.72217 -1.97578 5.14574 0.00 0.00 0.00
C 2.90020 0.33230 4.73485 0.02 0.02 0.02
C 2.50329 1.21203 5.73311 -0.02 0.00 0.00
C 1.28962 1.88763 5.64998 0.01 -0.01 -0.02
C 0.44050 1.68658 4.57303 0.03 0.03 -0.01
C 0.82510 0.82875 3.54473 -0.07 0.06 -0.01
P -0.28256 0.26687 2.22571 0.04 -0.09 0.01
C -0.88263 -1.28799 2.92141 0.05 -0.02 -0.01
C -0.50628 -2.49218 2.33824 -0.01 0.00 -0.02
C -0.89633 -3.69253 2.91446 -0.02 -0.01 0.00
C -1.66364 -3.68971 4.06816 0.00 0.01 0.00
C -2.02807 -2.48735 4.66475 0.00 -0.01 0.00
C -1.62837 -1.28836 4.10198 0.01 0.01 0.00
C -1.62279 1.47700 2.20001 -0.02 -0.02 0.00
C -2.95974 1.12033 2.34470 -0.01 -0.03 0.00
C -3.95100 2.08091 2.19667 0.00 0.01 -0.01
C -3.61177 3.39284 1.89987 0.00 -0.01 0.00
C -2.27759 3.75069 1.74839 0.00 0.00 -0.01
C -1.28642 2.79588 1.89232 0.00 0.00 0.01
C 2.04744 0.19049 3.65189 0.04 -0.06 0.01
O 2.39652 -0.64154 2.61322 -0.01 0.01 -0.03
C 3.73242 -0.58160 2.29416 -0.01 0.05 0.02
C 4.07352 -0.47829 0.95841 -0.01 -0.07 -0.01
C 5.43052 -0.48118 0.62318 -0.01 -0.01 0.01
C 6.38786 -0.53478 1.61626 0.00 0.01 0.00
C 6.00961 -0.54511 2.95633 0.00 -0.01 0.00
C 4.67359 -0.56559 3.32022 0.01 0.01 0.00
P 2.85962 -0.09935 -0.34083 0.03 -0.06 -0.02
C 3.35608 1.54626 -0.88776 -0.04 0.02 0.04
C 2.76667 2.63768 -0.25535 -0.01 0.00 -0.02
C 3.18259 3.92364 -0.55273 0.00 0.00 0.00
C 4.18370 4.12551 -1.49108 0.00 0.00 0.00
C 4.77477 3.04156 -2.12544 0.00 0.00 0.00
C 4.36853 1.75170 -1.82353 0.02 -0.01 0.01
C 3.19920 -1.29765 -1.63692 0.01 0.03 -0.01
C 3.53272 -2.60139 -1.26996 -0.01 -0.01 0.02
C 3.77123 -3.55512 -2.24626 0.00 0.00 -0.01
C 3.68671 -3.21094 -3.58766 0.01 0.01 0.02
C 3.34625 -1.91663 -3.95780 0.07 0.02 0.04
C 3.08675 -0.96390 -2.98766 0.02 -0.01 -0.01
H 4.78808 -0.04434 6.75146 0.00 0.00 0.00
H 5.52572 0.96791 5.49856 0.00 0.00 0.00
H 6.05851 -0.70295 5.74944 0.00 0.00 0.00
H 3.30670 -1.97533 6.15436 0.00 0.00 0.00
H 4.58773 -2.63945 5.12585 0.00 0.00 0.00
H 2.96819 -2.37181 4.46453 0.00 0.00 0.00
H 3.13608 1.37150 6.59550 0.00 0.00 0.00
H 0.99906 2.56487 6.44135 0.00 0.00 0.00
H -0.51168 2.19896 4.52657 -0.01 -0.01 0.00
H 0.07358 -2.49466 1.42575 0.01 0.00 0.00
H -0.60906 -4.62760 2.45277 0.00 0.00 0.00
H -1.97693 -4.62603 4.51096 0.00 0.00 0.00
H -2.61690 -2.48683 5.57224 0.00 0.00 0.00
H -1.89392 -0.35425 4.58303 0.00 0.00 0.00
H -3.23550 0.09487 2.55322 0.01 0.03 0.00
H -4.98985 1.79838 2.30429 0.00 0.00 0.00
H -4.38739 4.13770 1.78089 0.00 0.00 0.00
H -2.01150 4.77114 1.50775 0.00 0.00 0.00
H -0.24723 3.07699 1.75751 0.00 0.00 0.00
H 5.73171 -0.41639 -0.41454 0.00 -0.01 0.00
H 7.43671 -0.53388 1.35330 0.00 0.00 0.00
H 6.77631 -0.53226 3.71865 0.00 0.00 0.00
H 1.96500 2.48194 0.45785 0.00 0.01 0.00
H 2.71417 4.76806 -0.06561 0.00 0.00 0.00
H 4.50234 5.13071 -1.73308 0.00 0.00 0.00
H 5.55584 3.19934 -2.85709 0.00 0.00 0.00
H 4.84113 0.91348 -2.31870 -0.01 0.00 0.00
H 3.61833 -2.86930 -0.22367 0.00 0.00 0.00
H 4.02943 -4.56520 -1.95783 0.00 0.00 0.00
H 3.88043 -3.95426 -4.34991 0.00 0.00 0.00
H 3.26734 -1.65052 -5.00391 0.04 0.00 0.04
H 2.80265 0.03730 -3.28770 0.01 0.00 0.00
C -3.71811 -2.29609 -1.76631 0.05 -0.02 0.03
C -3.13813 -1.93923 -0.44186 -0.04 -0.06 0.04
C -3.89657 -2.23104 0.80668 0.06 -0.05 -0.05
O -1.78079 -2.08192 -0.29770 0.06 0.02 0.07
C -3.53599 0.84529 -0.84496 0.07 -0.31 0.06
O -4.67241 0.64745 -0.90400 -0.39 0.20 -0.04
O -2.39977 1.06881 -0.78889 0.23 0.25 -0.13
H -3.60824 -3.37492 -1.96066 -0.02 0.03 -0.02
H -3.22327 -1.76917 -2.58643 0.01 0.00 -0.03
H -4.78054 -2.05529 -1.79559 0.02 0.00 -0.01
H -4.09335 -3.31084 0.89980 0.00 0.02 0.03
H -4.86243 -1.72320 0.80864 0.00 0.00 0.00
H -3.32681 -1.93308 1.68854 -0.02 -0.01 -0.01
H -1.33729 -2.17019 -1.16623 -0.01 -0.03 -0.07
O 0.52046 2.37430 -2.26537 -0.01 -0.02 -0.02
C 0.32785 1.29575 -2.78136 0.05 -0.01 0.00
N 0.16703 1.03627 -4.11657 0.05 0.03 -0.07
C -0.31067 -0.31491 -4.35511 -0.05 0.03 0.01
C -0.13343 -0.90461 -2.93319 0.05 -0.02 -0.01
O -0.36025 -2.06648 -2.63101 -0.02 0.02 0.05
N 0.25361 0.08016 -2.09646 -0.10 0.07 0.04
C 0.52851 -1.05007 -5.39469 -0.03 -0.04 0.00
C 0.61143 -2.44072 -5.41134 -0.05 0.00 -0.04
C 1.35701 -3.08863 -6.38530 -0.04 0.00 -0.03
C 2.03734 -2.36032 -7.35027 -0.01 -0.01 -0.01
C 1.96580 -0.97513 -7.33419 0.00 0.00 -0.01
C 1.21489 -0.32606 -6.36375 0.00 0.01 0.01
C -1.81846 -0.33456 -4.66423 0.03 -0.05 0.00
C -2.40937 -1.39555 -5.34206 0.01 0.03 -0.01
C -3.78029 -1.41983 -5.55512 0.00 -0.01 0.01
C -4.58204 -0.39039 -5.08805 -0.02 0.01 0.00
C -4.00195 0.66885 -4.40741 0.03 0.01 0.02
C -2.63019 0.69705 -4.19713 -0.03 0.00 0.07
H -0.06383 1.80318 -4.72713 -0.05 0.00 0.02
H 0.10828 -3.01632 -4.64720 0.00 0.00 0.00
H 1.40837 -4.17001 -6.38436 0.00 0.00 0.00
H 2.61755 -2.86688 -8.11028 0.00 0.00 0.00
H 2.49195 -0.39443 -8.08056 0.00 0.00 0.00
H 1.17947 0.75504 -6.36584 0.00 0.00 0.00
H -1.80470 -2.20611 -5.72005 0.01 -0.01 -0.01
H -4.22075 -2.25035 -6.09106 0.00 0.00 0.00
H -5.65050 -0.41058 -5.25659 0.00 0.00 0.00
H -4.61616 1.47978 -4.03791 -0.01 0.01 -0.01
H -2.20112 1.53143 -3.65614 0.01 0.01 -0.01
```
Forces are in eV/Å.

<S²> = 2.009
Charge = +1
Electronic energy = -98490.46330 eV
Maximum force = 0.43 eV/A
HOMO-LUMO gap (spin up / spin down) = 6.379 / 6.420 eV
Multiplicity = 3